Entry 1:
Molecular formula: C23H26NO3
Method: DFT, the ωB97M-V functional and the def2-TZVPD basis

Geometry as ORCA input:
```
! wB97M-V def2-TZVPD RIJCOSX def2/J DEFGRID3
* xyz 1 1
O 0.89 1.60 -2.18
O 1.87 -0.89 -1.15
O 3.02 -2.34 -3.24
N -3.17 2.08 1.04
C -3.33 1.01 0.01
C -0.28 -1.23 -0.11
C -3.51 5.74 4.39
C -4.19 3.51 3.82
C -4.43 2.79 1.42
C 5.01 -6.40 -1.06
C -1.10 1.20 -1.10
C 0.61 -0.49 -0.89
C 3.45 -2.49 -1.91
C -1.55 -0.78 0.18
C -4.13 3.83 2.47
C 3.51 -4.98 -2.28
C 2.22 -2.25 -1.03
C 5.51 -5.29 -0.39
C 4.01 -6.24 -2.00
C -3.89 4.46 4.77
C 4.01 -3.87 -1.62
C 2.11 1.22 -2.79
C 5.01 -4.03 -0.67
C -3.75 5.12 2.09
C 0.18 0.76 -1.41
C -3.44 6.06 3.05
C -1.97 0.45 -0.32
H 2.01 0.29 -3.34
H -1.41 2.14 -1.53
H -3.94 4.20 5.82
H 0.03 -2.18 0.29
H -3.71 5.38 1.04
H 1.41 -2.89 -1.39
H -3.79 1.45 -0.87
H -2.49 2.77 0.68
H -4.49 2.52 4.12
H -2.21 -1.38 0.78
H 2.34 2.03 -3.47
H -3.28 6.48 5.14
H -4.85 3.25 0.52
H 3.75 -2.59 -3.83
H -5.14 2.05 1.80
H 3.62 -7.10 -2.53
H 4.20 -1.72 -1.66
H 2.73 -4.85 -3.02
H -3.16 7.06 2.75
H 5.40 -7.38 -0.84
H -2.75 1.67 1.88
H 2.45 -2.50 0.02
H 2.91 1.12 -2.05
H -3.99 0.23 0.41
H 6.29 -5.41 0.35
H 5.41 -3.17 -0.15
*
```

## Properties
* structure (SMILES): COc1cc(C[NH2+]Cc2ccccc2)ccc1OC[C@H](O)c1ccccc1
* relative energy (zero: lowest compared OMol25 entry of this formula, charge and spin): 1.5 kcal/mol
* calculated total energy: -1172.26407 Ha
* HOMO: -10.93 eV
* molar mass: 364.465 u
* LUMO energy: -2.48 eV

***

Entry 2:
Molecular formula: C22H30B2Cl2F4N6O5ReS
Method: DFT, the ωB97M-V functional and the def2-TZVPD basis

Geometry as ORCA input:
```
! wB97M-V def2-TZVPD RIJCOSX def2/J DEFGRID3
* xyz 4 4
Re -0.86 0.16 0.44
Cl 2.94 -0.42 3.72
Cl 1.46 1.97 2.80
S 2.55 0.43 -0.01
F 2.05 -2.18 0.13
F -0.43 2.90 0.81
F -4.44 2.70 1.64
F 0.91 -4.07 0.06
O 0.00 -2.17 -0.89
O -2.51 1.76 2.38
O 0.29 -2.51 1.57
O 0.97 0.42 -0.32
O -3.91 0.73 0.64
N -3.09 5.22 -2.38
N -1.64 0.67 2.28
N -1.11 -1.61 -0.55
N -2.96 -0.25 0.32
N -1.41 1.69 -0.86
N -0.22 -1.32 1.88
C -2.47 4.13 -1.95
C 2.62 -0.82 -2.42
C 5.41 -2.55 -4.38
C -4.81 -1.71 -0.47
C -1.71 0.51 4.73
C -1.57 4.19 -0.86
C -2.73 2.81 -2.54
C -2.26 -2.20 -0.73
C -3.41 -1.35 -0.26
C 4.63 -0.71 -1.17
C 3.00 2.10 -0.52
C 2.68 1.31 3.95
C 3.33 -1.52 -3.44
C -2.24 1.69 -1.93
C -0.48 -1.13 3.17
C -1.28 0.08 3.40
C -2.40 -3.54 -1.32
C 3.29 -0.44 -1.33
C 4.66 -1.81 -3.32
C -0.76 2.97 -0.55
C -0.18 -2.08 4.26
C 5.30 -1.40 -2.19
B -3.63 1.73 1.57
B 0.88 -2.79 0.22
H -5.49 -0.89 -0.23
H 5.86 -3.44 -3.96
H 1.56 -0.61 -2.51
H 2.82 -1.85 -4.33
H -4.96 -2.03 -1.50
H -2.78 -3.46 -2.34
H -5.06 -2.57 0.16
H 4.79 -2.83 -5.24
H -1.99 1.57 4.75
H -2.92 6.14 -1.97
H -3.77 5.19 -3.15
H -0.94 0.30 5.47
H -2.59 -0.08 5.03
H -1.37 5.09 -0.31
H -1.45 -4.07 -1.33
H 2.65 2.28 -1.53
H 0.31 -1.56 5.08
H -1.10 -2.51 4.65
H -3.37 2.72 -3.40
H 6.26 -1.98 -4.71
H 5.15 -0.42 -0.27
H 0.47 -2.88 3.90
H 0.23 3.04 -1.10
H 4.07 2.16 -0.47
H 6.34 -1.64 -2.09
H -3.15 -4.12 -0.75
H -2.53 0.71 -2.30
H 2.58 2.78 0.18
H 2.30 1.51 4.96
H 3.63 1.85 3.76
*
```

## Properties
* calculated total energy: -3405.63876 Ha
* HOMO (spin up / spin down): -18.21 / -18.21 eV
* molar mass: 845.315 u
* LUMO energy (spin up / spin down): -13.77 / -15.58 eV

***

Entry 3:
Molecular formula: C3H5BrO
Method: DFT, the ωB97M-V functional and the def2-TZVPD basis

Geometry as ORCA input:
```
! wB97M-V def2-TZVPD RIJCOSX def2/J DEFGRID3
* xyz 0 1
Br -1.29 -1.95 1.42
O -1.99 0.31 0.15
C 0.60 0.01 0.56
C 0.08 -0.54 -0.80
C -0.83 -0.45 0.37
H 1.32 -0.69 1.10
H 0.80 1.02 0.61
H -2.61 0.42 0.85
H -0.17 0.13 -1.47
H 0.35 -1.49 -1.06
*
```

## Properties
* structure (SMILES): OC1(Br)CC1
* relative energy (zero: lowest compared OMol25 entry of this formula, charge and spin): 24.6 kcal/mol
* calculated total energy: -2766.49678 Ha
* HOMO: -9.68 eV
* molar mass: 136.976 u
* LUMO energy: 0.87 eV

***

Entry 4:
Molecular formula: C29H39AgN3NbOSi
Method: DFT, the ωB97M-V functional and the def2-TZVPD basis

Geometry as ORCA input:
```
! wB97M-V def2-TZVPD RIJCOSX def2/J DEFGRID3
* xyz 2 1
Ag 2.17 1.06 -3.62
Nb 0.70 0.90 -1.03
Si -0.78 -0.50 0.51
O -1.79 4.37 -0.37
N 1.05 -0.46 -2.61
N 2.06 1.76 0.12
N -0.54 2.46 -1.11
C -2.68 -2.34 -0.57
C 3.34 2.56 2.05
C 2.50 4.15 0.29
C -2.80 -4.71 -0.11
C 2.36 -1.56 3.06
C 0.92 3.04 1.89
C 0.04 -0.03 3.25
C -1.06 -3.36 0.91
C -4.26 1.81 0.49
C 1.09 -1.44 -4.85
C -1.19 3.43 -0.75
C -2.39 0.35 1.03
C -1.53 -2.22 0.24
C -0.84 0.00 -4.09
C 0.84 -0.24 4.38
C 0.18 -1.05 -3.67
C 2.19 2.86 1.07
C -1.70 -4.59 0.73
C -2.98 0.10 2.28
C 2.01 -1.00 4.28
C 1.96 -1.46 -1.97
C -4.77 1.66 1.78
C -3.08 1.15 0.12
C -0.52 -2.32 -3.21
C 3.33 1.34 -0.52
C -4.12 0.80 2.68
C -3.29 -3.58 -0.77
C 0.36 -0.64 2.03
C 1.53 -1.40 1.94
H -3.09 -1.45 -1.06
H -2.52 -0.63 2.96
H -0.94 -2.22 -2.20
H 3.28 -2.15 2.96
H 1.70 -0.59 -5.21
H -4.77 2.44 -0.24
H 3.43 4.06 -0.27
H 4.05 2.17 -0.47
H -2.72 1.26 -0.91
H -4.51 0.66 3.69
H 3.16 1.60 2.55
H -5.67 2.19 2.08
H 1.49 -2.45 -1.89
H 3.37 3.35 2.80
H -1.35 -2.54 -3.90
H -0.84 0.61 3.33
H -1.52 -0.45 -4.83
H 1.69 4.37 -0.42
H 0.15 -3.19 -3.23
H 1.14 3.78 2.68
H 0.63 2.10 2.37
H 1.81 -1.89 0.99
H -1.45 0.35 -3.23
H -3.28 -5.68 -0.27
H 4.31 2.54 1.54
H 2.64 -1.14 5.16
H -1.31 -5.47 1.26
H 0.54 0.21 5.33
H 2.24 -1.10 -0.96
H 3.77 0.45 -0.03
H -0.37 0.87 -4.55
H 1.78 -2.24 -4.55
H 0.47 -1.78 -5.69
H 2.90 -1.54 -2.54
H -4.15 -3.65 -1.43
H -0.21 -3.28 1.59
H 2.58 4.99 0.99
H 3.20 1.15 -1.61
H 0.08 3.41 1.31
*
```

## Properties
* calculated total energy: -1860.79763 Ha
* HOMO: -13.60 eV
* molar mass: 674.511 u
* LUMO energy: -8.22 eV